Record 1
{
  "formula": "C18H43O6PS2SiTeY",
  "method": "wB97M-V/def2-TZVPD",
  "spin_multiplicity": 2,
  "lumo_energy_ev": [0.4, 0.4],
  "s_squared": 0.754,
  "e_homo_ev": [-4.352, -7.968],
  "gap_ev": [4.75, 8.34],
  "symbols": ["Y", "C", "C", "O", "P", "S", "S", "O", "C", "C", "H", "H", "H", "H", "H", "H", "H", "H", "H", "H", "C", "Te", "C", "H", "H", "H", "H", "H", "H", "C", "C", "C", "C", "O", "Si", "O", "O", "C", "C", "C", "C", "O", "C", "C", "C", "C", "H", "H", "H", "H", "H", "H", "H", "H", "H", "H", "H", "H", "H", "H", "H", "H", "H", "H", "H", "H", "H", "H", "H", "H", "H", "H", "H"],
  "coordinates": [[-0.86329, 0.48348, 0.84129], [-0.62754, 3.76801, 6.40050], [-1.03543, 2.38474, 5.97565], [-1.69652, 2.49390, 4.68818], [-1.81340, 1.22478, 3.75053], [-2.86830, 1.70962, 2.15538], [0.01071, 0.46749, 3.37738], [-2.61189, 0.21517, 4.67495], [-2.92673, -1.11670, 4.19361], [-4.10254, -1.62721, 4.98762], [-0.17040, 3.72976, 7.38953], [-1.48715, 4.43466, 6.45186], [0.09776, 4.18964, 5.70627], [-1.74432, 1.92836, 6.66741], [-0.17058, 1.72608, 5.87231], [-2.03248, -1.73139, 4.31874], [-3.16022, -1.05704, 3.12688], [-3.87866, -1.62961, 6.05320], [-4.33790, -2.64613, 4.68065], [-4.97902, -1.00498, 4.81599], [-3.35407, -3.31152, 1.58252], [-2.09439, -2.16105, 0.22435], [-0.50518, -3.57773, 0.87915], [-3.49403, -4.30471, 1.16732], [-4.31091, -2.80586, 1.68518], [-2.85843, -3.38072, 2.54747], [-0.18834, -3.29950, 1.88417], [0.31774, -3.46245, 0.17426], [-0.85912, -4.60773, 0.87024], [0.14701, -3.37282, -3.53129], [0.27024, -1.87423, -3.75307], [-1.05279, -1.29084, -4.22751], [1.40359, -1.55451, -4.71379], [0.58399, -1.33090, -2.46070], [0.42906, 0.16966, -1.87291], [-0.99069, 0.66222, -1.31931], [1.25695, 0.12010, -0.39288], [2.67355, 0.00686, -0.08001], [3.19793, 1.39066, 0.25308], [3.40638, -0.57985, -1.27578], [2.76856, -0.92621, 1.11346], [1.13078, 1.17598, -2.94452], [0.97267, 2.57155, -3.25796], [2.33931, 3.04528, -3.72448], [0.50469, 3.36761, -2.04841], [-0.05266, 2.66275, -4.37714], [-0.08204, -3.88273, -4.46725], [-0.64614, -3.58642, -2.81235], [1.08438, -3.76896, -3.14077], [-1.37157, -1.76256, -5.15918], [-0.96614, -0.22027, -4.41673], [-1.82453, -1.44969, -3.47285], [1.17019, -1.95224, -5.70348], [2.33192, -2.01371, -4.37306], [1.55662, -0.48021, -4.79886], [3.12424, 2.04888, -0.61087], [4.24807, 1.33345, 0.54475], [2.64466, 1.83595, 1.08431], [3.34619, 0.07313, -2.14592], [2.99665, -1.55206, -1.54201], [4.45953, -0.70499, -1.01396], [2.18285, -0.54937, 1.95236], [3.80423, -1.01387, 1.44647], [2.39739, -1.91971, 0.85875], [3.07374, 2.93960, -2.92591], [2.30288, 4.09414, -4.02164], [2.67386, 2.45618, -4.57797], [1.19854, 3.26294, -1.21477], [-0.48640, 3.05260, -1.72738], [0.46418, 4.42576, -2.31384], [0.26541, 2.05819, -5.22657], [-0.16821, 3.69500, -4.71292], [-1.02445, 2.30629, -4.03770]],
  "atomic_forces_ev_per_a": [[-0.106, -0.881, -1.598], [0.057, 0.130, 0.103], [-0.113, -0.091, -0.101], [0.018, -0.076, 0.015], [0.039, 0.243, 0.359], [-0.243, 0.316, 0.032], [0.208, -0.027, 0.285], [-0.087, -0.140, 0.134], [0.026, 0.154, 0.000], [0.037, -0.041, -0.020], [0.016, -0.026, 0.019], [-0.040, -0.024, -0.029], [-0.003, -0.008, -0.037], [0.029, 0.028, 0.024], [-0.002, 0.023, 0.020], [-0.045, -0.015, 0.016], [-0.004, -0.010, 0.051], [0.018, -0.002, 0.032], [0.005, -0.019, -0.015], [-0.015, 0.033, -0.007], [-0.048, 0.144, 0.097], [0.406, -0.065, 0.096], [0.012, 0.050, -0.059], [-0.009, -0.060, -0.060], [-0.049, -0.007, -0.001], [0.007, -0.041, 0.050], [0.006, 0.017, -0.012], [-0.022, 0.033, 0.039], [-0.094, -0.013, -0.039], [-0.035, -0.061, -0.043], [-0.150, 0.054, 0.205], [-0.095, -0.045, -0.137], [-0.002, -0.080, -0.159], [0.127, -0.075, 0.064], [-0.164, 0.284, 0.074], [0.126, 0.039, 0.300], [-0.031, 0.374, 0.268], [-0.276, -0.253, -0.224], [0.055, 0.091, 0.109], [0.278, -0.048, 0.087], [0.087, -0.067, 0.085], [0.195, 0.075, 0.034], [-0.131, -0.299, 0.083], [0.006, 0.089, -0.041], [0.006, 0.211, -0.039], [-0.003, 0.138, -0.110], [-0.005, -0.020, -0.042], [0.011, 0.045, -0.008], [0.030, -0.013, 0.019], [0.018, -0.031, 0.014], [0.038, 0.070, 0.040], [0.009, -0.002, 0.008], [0.022, -0.012, -0.013], [0.032, 0.001, 0.041], [-0.035, 0.039, 0.041], [-0.038, 0.027, -0.072], [-0.003, -0.009, -0.001], [-0.031, -0.046, -0.013], [-0.047, 0.048, -0.013], [-0.035, -0.026, 0.015], [-0.008, -0.005, -0.043], [-0.007, 0.054, 0.021], [-0.002, -0.018, -0.022], [-0.005, 0.022, -0.041], [0.015, -0.011, 0.043], [-0.007, 0.018, -0.001], [-0.008, -0.041, -0.015], [0.089, -0.051, 0.059], [-0.014, -0.041, -0.041], [-0.017, 0.013, 0.033], [0.016, -0.022, -0.027], [0.013, 0.010, -0.001], [-0.027, -0.050, 0.068]],
  "lowdin_spin": [0.322, 0.000, 0.000, 0.001, 0.004, 0.045, 0.002, 0.001, 0.001, 0.001, 0.000, 0.000, 0.000, 0.000, 0.000, 0.000, 0.004, 0.000, 0.001, 0.000, 0.092, 0.292, 0.142, 0.005, 0.002, 0.003, 0.005, 0.002, 0.009, 0.001, 0.000, 0.000, 0.000, 0.010, 0.009, 0.014, 0.021, 0.001, 0.001, 0.000, 0.003, 0.000, 0.000, 0.000, 0.001, 0.000, 0.000, 0.001, 0.000, 0.000, 0.000, 0.000, 0.000, 0.000, 0.000, 0.000, 0.000, 0.000, 0.000, 0.000, 0.000, 0.000, 0.000, 0.002, 0.000, 0.000, 0.000, 0.000, 0.001, 0.000, 0.000, 0.000, 0.000]
}

=====

Record 2
{
  "formula": "C16H48AlO8S8",
  "method": "wB97M-V/def2-TZVPD",
  "charge": 3,
  "lumo_energy_ev": -12.1,
  "e_homo_ev": -15.929,
  "gap_ev": 3.82,
  "symbols": ["Al", "C", "S", "O", "C", "H", "H", "H", "H", "H", "H", "C", "S", "O", "C", "H", "H", "H", "H", "H", "H", "C", "S", "O", "C", "H", "H", "H", "H", "H", "H", "C", "S", "O", "C", "H", "H", "H", "H", "H", "H", "C", "S", "O", "C", "H", "H", "H", "H", "H", "H", "C", "S", "O", "C", "H", "H", "H", "H", "H", "H", "C", "S", "O", "C", "H", "H", "H", "H", "H", "H", "C", "S", "O", "C", "H", "H", "H", "H", "H", "H"],
  "coordinates": [[-0.50496, -0.24410, -0.07636], [2.96279, -3.30573, -3.06152], [1.16662, -3.41080, -2.62401], [0.89570, -2.13096, -1.88341], [0.48950, -2.96216, -4.30257], [3.14516, -2.45270, -3.71509], [3.17950, -4.11242, -3.76179], [3.62040, -3.14878, -2.20653], [0.87064, -1.98671, -4.60478], [-0.57959, -2.75231, -4.26921], [0.88673, -3.75489, -4.93651], [-3.21726, 1.65540, 4.00703], [-1.64504, 1.97925, 3.24339], [-1.91786, 1.58977, 1.76467], [-1.63147, 3.80460, 2.90216], [-3.58862, 2.54833, 4.50989], [-3.24381, 0.89710, 4.78959], [-3.98725, 1.30044, 3.32204], [-0.82932, 3.97756, 2.18472], [-1.35121, 4.38318, 3.78239], [-2.53142, 4.30345, 2.54249], [3.63902, 0.81244, 2.12953], [2.17649, 1.88394, 2.07073], [1.14124, 0.76107, 2.05678], [2.35283, 2.48910, 3.76680], [3.79380, 0.37251, 1.14434], [3.65596, -0.04176, 2.80641], [4.42396, 1.50944, 2.42304], [3.33994, 2.92358, 3.60887], [2.34109, 1.58738, 4.37908], [1.59636, 3.21223, 4.07167], [0.10429, 3.97437, -2.66378], [-0.22419, 3.99453, -0.84526], [-0.12579, 2.61575, -0.37207], [1.21408, 4.89313, -0.15389], [-0.02805, 4.97150, -3.08367], [-0.51199, 3.15437, -3.03243], [1.18374, 3.92419, -2.80647], [1.63847, 5.65744, -0.80489], [1.82597, 3.99910, -0.27389], [1.14202, 5.11711, 0.91042], [3.44945, -3.28280, 1.81358], [1.72120, -2.84493, 2.24228], [1.05392, -2.47592, 0.87734], [0.88291, -4.37656, 2.93715], [3.47476, -3.96827, 0.96647], [4.05459, -3.71523, 2.61040], [3.95104, -2.33403, 1.62297], [-0.02025, -4.12072, 3.49118], [1.58530, -4.92142, 3.56791], [0.54428, -5.12474, 2.22045], [-5.07757, 2.32364, 0.44628], [-4.81597, 0.41414, 0.43571], [-3.43447, 0.13365, -0.23107], [-5.85088, 0.12889, -1.07713], [-4.48289, 2.95094, 1.11030], [-6.09079, 2.66867, 0.65226], [-4.78842, 2.71949, -0.52727], [-6.37276, -0.82056, -1.19667], [-5.17201, 0.17370, -1.92872], [-6.57437, 0.92556, -1.25030], [3.33308, 0.50083, -2.90859], [2.71196, 1.65147, -1.59573], [2.22662, 0.59565, -0.63968], [4.30915, 2.12859, -0.87187], [3.79542, 0.90969, -3.80701], [2.46975, -0.01743, -3.32591], [3.93510, -0.33662, -2.55598], [4.95447, 1.25931, -0.74529], [4.21221, 2.59965, 0.10629], [4.82453, 2.83222, -1.52564], [-4.39093, -3.58867, -0.85906], [-2.89664, -3.11344, -1.85607], [-1.92252, -2.49444, -0.89516], [-2.27619, -4.82020, -2.17136], [-4.76126, -2.75588, -0.26121], [-4.01679, -4.32790, -0.15077], [-5.33350, -4.03150, -1.18086], [-1.25520, -4.65923, -2.51747], [-2.88633, -5.52772, -2.73281], [-1.93846, -5.24681, -1.22688]],
  "atomic_forces_ev_per_a": [[0.899, -0.013, 1.291], [-0.620, 0.463, -1.101], [0.210, 1.619, -1.084], [-0.110, 0.903, 0.735], [1.027, -0.161, 0.680], [-0.512, 0.447, 0.155], [0.290, -0.600, 0.702], [-0.329, -0.750, 0.143], [0.672, -0.130, 0.209], [-0.112, -1.020, 0.149], [-0.736, 0.097, -0.493], [-1.327, 0.138, 1.133], [-0.490, 1.079, -2.538], [0.668, -1.399, 0.283], [0.445, 0.498, 1.203], [0.070, 0.219, -0.157], [0.907, -0.112, 0.001], [0.397, 0.389, -0.583], [-0.071, -0.518, -0.114], [0.062, -0.269, 0.368], [-0.350, -0.865, -0.174], [0.909, 0.857, -0.289], [-0.317, -2.607, 0.071], [-1.299, 0.363, -0.360], [-0.136, -0.551, -0.846], [-0.060, 0.499, -0.059], [-0.838, 0.444, 0.537], [0.583, -0.377, -0.297], [0.028, 0.328, 0.927], [0.210, 0.300, 0.267], [0.148, -0.036, -0.224], [1.247, 0.978, 1.300], [-1.916, 3.347, -1.109], [0.619, -2.915, 0.748], [0.431, -1.781, -1.178], [-1.120, -0.077, 0.021], [0.233, 0.322, -0.269], [0.065, -1.072, -0.058], [-0.411, 0.241, 0.243], [0.992, 0.205, 0.441], [-0.408, 0.242, -0.324], [-0.150, -0.268, -0.069], [-0.928, -0.062, -0.249], [0.125, -0.014, 1.021], [0.375, -0.309, -0.594], [-0.094, 0.244, -0.089], [-0.652, -0.199, 0.450], [-0.344, 0.046, -0.441], [0.362, 0.617, 0.115], [0.160, 0.450, 0.239], [0.323, 0.409, -0.682], [0.356, 0.069, -0.487], [0.802, 1.408, -1.787], [-0.426, 0.198, 0.681], [-0.233, 0.421, -0.514], [0.507, -0.995, 0.554], [-0.336, -0.833, -0.097], [-0.131, -0.508, -0.336], [0.137, -0.119, 0.865], [0.414, 0.159, 0.293], [-0.054, 0.025, 0.453], [-0.353, -0.012, -0.987], [1.629, -1.558, -0.876], [-1.520, -0.439, 0.830], [0.466, 0.154, -0.222], [0.265, 0.659, 0.370], [-0.584, 0.312, 0.382], [0.254, 0.542, 0.769], [-0.240, -0.164, -0.167], [-0.479, 0.065, -0.186], [-0.163, 0.038, -0.180], [0.325, -0.166, 1.505], [-1.876, -0.861, -0.906], [0.697, 0.286, 0.991], [1.417, 0.658, 1.244], [0.635, 0.456, -0.146], [0.221, 0.087, 0.171], [0.465, -0.048, -1.508], [-0.290, 0.074, -1.187], [-0.081, 0.561, -0.154], [-0.954, -0.112, 0.581]],
  "lowdin_charge": [1.403, -0.212, 0.884, -0.631, -0.200, 0.040, 0.065, 0.060, 0.054, 0.052, 0.063, -0.236, 0.954, -0.603, -0.194, 0.073, 0.067, 0.049, 0.025, 0.061, 0.072, -0.234, 0.870, -0.614, -0.199, 0.029, 0.072, 0.062, 0.059, 0.076, 0.060, -0.204, 0.833, -0.630, -0.203, 0.068, 0.063, 0.029, 0.076, -0.010, 0.058, -0.205, 0.940, -0.580, -0.191, 0.065, 0.074, 0.039, 0.056, 0.062, 0.062, -0.201, 0.927, -0.649, -0.221, 0.030, 0.063, 0.058, 0.055, 0.059, 0.059, -0.206, 0.900, -0.611, -0.223, 0.071, 0.034, 0.061, 0.071, 0.037, 0.075, -0.211, 0.890, -0.601, -0.207, 0.031, 0.055, 0.077, -0.002, 0.085, 0.066]
}

=====

Record 3
{
  "formula": "C15H18N4O4PtS3",
  "method": "wB97M-V/def2-TZVPD",
  "lumo_energy_ev": -0.6,
  "e_homo_ev": -7.295,
  "gap_ev": 6.70,
  "symbols": ["Pt", "N", "C", "C", "C", "C", "C", "C", "S", "O", "O", "N", "C", "N", "C", "C", "C", "N", "H", "H", "H", "H", "H", "H", "H", "H", "H", "C", "C", "C", "O", "H", "H", "H", "H", "H", "H", "C", "O", "C", "S", "S", "H", "H", "H"],
  "coordinates": [[-1.55039, -0.47222, -0.91325], [5.44957, 1.59054, 3.36314], [4.56724, 1.25137, 2.34504], [4.65580, 1.87406, 1.09624], [3.81764, 1.49651, 0.06392], [2.88906, 0.48734, 0.27262], [2.78256, -0.14048, 1.50838], [3.61666, 0.24289, 2.54147], [1.85112, -0.05868, -1.03692], [2.13697, 0.68028, -2.23180], [1.95681, -1.48212, -1.06626], [0.30245, 0.29091, -0.48119], [-0.07552, 1.61856, -0.44931], [0.77960, 2.63508, -0.36791], [0.25258, 3.85324, -0.37022], [-1.11356, 4.09022, -0.43882], [-1.91909, 2.97532, -0.49747], [-1.41173, 1.74852, -0.49301], [5.90639, 2.48201, 3.29061], [5.18242, 1.33399, 4.29685], [5.38894, 2.66053, 0.94770], [3.85508, 1.97560, -0.90746], [2.03982, -0.91850, 1.64930], [3.54092, -0.23752, 3.51114], [0.96466, 4.67103, -0.31461], [-1.52474, 5.09004, -0.44550], [-2.99882, 3.05166, -0.55531], [-4.66186, -2.24532, -0.42027], [-4.72929, -0.81119, -0.73419], [-6.06065, -0.15505, -0.94036], [-3.71913, -0.11115, -0.83459], [-5.61588, -2.65682, -0.09603], [-3.88431, -2.43199, 0.31774], [-4.33691, -2.77389, -1.32418], [-6.85046, -0.88903, -1.07970], [-6.01666, 0.52487, -1.79095], [-6.28863, 0.44546, -0.05432], [1.16975, -4.07735, -0.60981], [-0.18692, -4.56165, -0.52822], [-1.18696, -3.95163, -1.13607], [-2.60371, -4.78821, -1.22806], [-0.88428, -2.40666, -1.99196], [1.78900, -4.93694, -0.37980], [1.33374, -3.28084, 0.10873], [1.39072, -3.68279, -1.59533]],
  "atomic_forces_ev_per_a": [[0.510, 1.639, 0.556], [-0.137, -0.137, -0.211], [0.128, 0.029, 0.100], [0.035, 0.038, 0.004], [-0.136, -0.045, -0.018], [-0.097, 0.149, 0.019], [0.049, 0.094, -0.019], [-0.059, -0.025, -0.004], [0.040, 0.013, -0.004], [-0.050, 0.173, 0.139], [-0.016, 0.063, 0.032], [-0.141, 0.059, -0.576], [0.602, -0.006, 0.129], [-0.014, 0.024, -0.082], [0.164, -0.223, 0.047], [0.078, 0.125, 0.008], [-0.471, -0.257, -0.064], [-0.022, -0.944, 0.063], [-0.005, 0.048, 0.019], [-0.013, 0.034, 0.042], [-0.038, -0.061, -0.029], [0.045, -0.005, 0.093], [0.091, 0.038, 0.034], [0.007, 0.001, -0.054], [-0.060, 0.001, 0.009], [0.022, -0.083, 0.005], [0.020, -0.041, 0.007], [0.036, -0.206, 0.053], [0.000, 0.332, 0.002], [-0.043, 0.108, 0.003], [0.060, -0.707, -0.495], [0.038, 0.049, -0.012], [0.069, -0.031, -0.004], [0.028, -0.057, 0.008], [-0.005, 0.039, -0.001], [0.036, -0.025, 0.034], [-0.004, -0.072, -0.013], [-0.119, 0.023, 0.078], [0.298, 0.115, -0.049], [-0.493, -0.137, -0.124], [0.100, 0.160, 0.061], [-0.423, -0.017, 0.144], [0.003, -0.101, 0.033], [-0.090, -0.077, 0.040], [-0.024, -0.096, -0.006]],
  "nbo_charge": [0.769, -0.794, 0.192, -0.284, -0.148, -0.320, -0.173, -0.268, 2.329, -0.933, -0.951, -0.860, 0.559, -0.476, 0.122, -0.350, 0.112, -0.532, 0.383, 0.382, 0.211, 0.244, 0.233, 0.210, 0.202, 0.234, 0.211, -0.755, 0.660, -0.717, -0.613, 0.231, 0.265, 0.306, 0.232, 0.248, 0.253, -0.262, -0.500, 0.072, -0.135, -0.204, 0.190, 0.204, 0.218]
}

=====

no.,E_tot (eV),strongest force on any atom (eV/A)
1,-78832.21537,1.83
2,-126992.68642,4.01
3,-65748.42210,1.80